Entry from the Open Molecules 2025 dataset: a single C4H7NO molecule at a distorted geometry (ωB97M-V with the def2-TZVPD basis set).

Computed properties:
HOMO level in hartree: -0.3626
Maximum force in eV/Å: 1.49
Frontier orbital gap in eV: 10.86
Total charge: 0

Positions of all 13 atoms, in Å:
1 C 1.33 0.35 0.37
2 C -0.20 0.55 0.92
3 N -0.81 1.27 -0.21
4 C -0.84 0.31 -1.03
5 C -0.95 -1.05 -0.33
6 O -0.91 -0.66 1.03
7 H 1.86 1.28 0.56
8 H 1.56 0.18 -0.72
9 H 1.83 -0.49 0.86
10 H -0.26 1.08 1.88
11 H -0.58 0.45 -2.07
12 H -0.16 -1.80 -0.51
13 H -1.93 -1.45 -0.60